[1]
127
Properties=species:S:1:pos:R:3 method="wB97M-V/def2-TZVPD" homo_energy_ev=-7.592 multiplicity=1 smiles="CCP(C)#[PH]CC[C@@H](C)CCC=C(C)C.c1ccccc1.c1ccccc1.c1ccccc1.c1ccccc1.c1ccccc1.c1ccccc1.c1ccccc1" fmax_ha_per_bohr=0.03673 charge=0
P -0.34 0.57 2.99
P -2.45 0.53 3.56
C 4.60 2.68 -10.91
C -0.71 -4.26 0.27
C 4.62 0.51 3.97
C 4.71 8.85 -9.08
C -0.80 -0.43 -5.31
C -5.39 -2.88 -0.76
C 4.37 1.52 -11.64
C 0.52 -6.51 4.37
C 1.01 0.15 8.93
C 0.61 -5.12 4.35
C -0.33 0.17 -4.15
C -0.02 -5.03 6.67
C -0.52 -2.69 0.18
C -7.47 1.03 0.57
C 0.02 -0.53 -6.43
C 4.54 2.65 -9.52
C -0.08 -2.00 1.58
C -3.37 -3.88 0.53
C -6.14 1.25 0.24
C -3.69 -4.58 -2.00
C 4.92 6.73 -10.19
C -8.46 1.18 -0.40
C 1.32 -0.04 -6.37
C 3.57 6.46 -9.93
C 2.71 1.65 4.90
C 1.96 1.36 11.25
C -0.05 -0.40 1.39
C 0.66 0.86 11.21
C -8.11 1.56 -1.69
C 0.96 0.66 -4.10
C 3.49 2.10 5.95
C 0.18 0.26 10.05
C 0.64 -2.43 -0.92
C 3.99 0.30 -9.60
C 1.79 0.55 -5.21
C -2.11 -4.79 0.80
C 0.16 -7.16 5.55
C 4.06 0.34 -10.98
C -3.87 -0.52 5.89
C -6.78 1.77 -2.02
C 3.27 0.85 3.90
C 4.24 1.46 -8.86
C 2.80 7.39 -9.24
C 2.78 1.24 10.14
C 4.84 1.74 6.02
C -5.79 1.62 -1.05
C 3.37 8.58 -8.81
C -3.00 2.34 3.41
C -4.08 -3.80 -0.68
C -0.11 -6.42 6.70
C 0.34 -4.38 5.49
C 5.48 7.92 -9.77
C 2.31 0.64 8.98
C 5.40 0.95 5.03
C -2.45 -0.01 5.38
H 0.41 -3.30 5.47
H -0.73 -2.33 2.44
H 6.52 8.14 -9.98
H 5.15 9.79 -8.75
H -2.07 0.84 6.01
H -8.88 1.68 -2.45
H -7.74 0.74 1.58
H -0.39 -6.93 7.61
H 0.73 -7.08 3.48
H -1.69 -0.86 5.45
H 6.45 0.68 5.08
H 3.80 1.62 10.18
H -3.71 -3.20 1.37
H -1.81 -0.82 -5.35
H -2.38 2.99 4.11
H -0.50 -4.70 -0.75
H 0.64 -0.32 8.03
H -0.83 -0.13 10.01
H 2.33 1.83 12.16
H 1.76 7.18 -9.04
H 0.08 -8.24 5.57
H -0.22 -4.46 7.56
H -2.30 -5.79 0.28
H 1.97 -0.12 -7.24
H -4.08 2.51 3.68
H 5.52 6.00 -10.73
H -2.04 -5.01 1.90
H 3.13 5.52 -10.26
H -2.83 -5.26 -1.74
H -0.71 -0.07 0.54
H 5.45 2.09 6.85
H 5.06 -0.11 3.19
H 4.84 3.61 -11.42
H -9.50 1.00 -0.15
H 0.08 -4.63 1.01
H -6.11 -3.35 -1.50
H -0.98 0.25 -3.28
H 2.66 0.50 3.08
H 2.95 0.55 8.11
H -1.41 -2.11 -0.20
H 1.03 -0.16 1.08
H 1.25 -1.51 -0.71
H 0.02 0.95 12.08
H 4.19 1.43 -7.78
H -4.64 -0.67 5.08
H 3.75 -0.62 -9.09
H 1.66 1.92 4.84
H -4.24 0.24 6.66
H -6.50 2.07 -3.03
H 4.73 3.55 -8.94
H -5.37 1.13 1.00
H 2.77 9.30 -8.27
H -5.91 -2.83 0.25
H 0.37 -0.14 4.02
H 1.33 1.13 -3.19
H 0.97 -2.39 1.79
H 0.10 -2.39 -1.92
H 1.26 -3.38 -0.92
H 0.90 -4.61 3.43
H -0.34 -0.99 -7.34
H 3.06 2.72 6.73
H -2.84 2.77 2.37
H -4.53 -5.25 -2.37
H 4.42 1.55 -12.72
H -3.69 -1.47 6.49
H -5.05 -1.87 -1.14
H -3.45 -3.88 -2.87
H 2.81 0.93 -5.16
H 3.87 -0.57 -11.56
H -4.75 1.79 -1.30



[2]
147
Properties=species:S:1:pos:R:3 method="wB97M-V/def2-TZVPD" homo_energy_ev=-9.271 multiplicity=1 smiles="CCOC(C)=O.CCOC(C)=O.CCOC(C)=O.CCOC(C)=O.CCOC(C)=O.c1ccncc1.c1ccncc1.c1ccncc1.c1ccncc1.c1ccncc1.c1ccncc1.c1ccncc1" fmax_ha_per_bohr=0.07901 charge=0
O -0.10 -0.34 -0.37
O -4.76 4.27 2.93
O -3.74 2.39 3.50
O -4.80 1.68 -1.38
O 2.04 -0.25 0.30
O -4.31 1.63 -3.65
O 1.93 -4.27 -2.12
O 0.44 -2.20 2.87
O 0.16 -3.79 4.42
O 3.80 -5.47 -1.90
N -0.12 1.68 5.44
N -4.29 -2.90 5.26
N 1.76 4.89 -1.67
N -0.98 0.06 -6.45
N 7.51 -2.06 1.37
N -2.03 -2.98 -1.83
N 5.20 1.47 -3.06
C -3.51 -2.68 6.40
C 3.07 -4.59 -1.48
C 1.46 1.37 -6.47
C -1.37 -3.77 -0.99
C 0.44 1.81 -7.35
C -3.77 -0.66 4.58
C 6.34 -1.50 1.73
C 6.56 3.39 -2.50
C 5.63 4.21 -3.18
C 1.22 -0.50 -0.55
C 0.20 5.25 0.11
C 1.36 5.47 -0.55
C -2.83 -5.00 -2.88
C -0.75 1.10 -7.28
C 0.79 -2.72 3.92
C -1.29 -5.16 -1.06
C -2.98 -0.39 5.68
C 0.81 2.16 6.25
C -2.01 0.69 0.75
C 1.32 2.36 3.63
C 1.98 2.74 5.89
C -0.95 -4.33 3.73
C -0.11 3.43 -1.31
C 7.78 -1.94 0.04
C 1.91 -2.24 4.74
C -4.39 -0.44 -2.49
C -4.47 3.06 -3.73
C 3.31 -3.73 -0.26
C 0.75 -4.06 -4.11
C -2.77 -3.64 -2.72
C 2.24 2.85 4.52
C -2.86 -1.46 6.61
C -3.98 3.54 3.76
C 5.69 -0.83 -0.47
C -2.08 -5.75 -2.05
C -5.24 3.67 1.67
C -0.53 -5.09 2.53
C -3.33 3.79 -2.98
C 6.93 -1.37 -0.88
C 1.65 -4.96 -3.35
C -4.34 -1.92 4.39
C 6.21 2.08 -2.39
C 1.52 -1.06 -1.97
C -0.52 0.32 0.90
C -3.47 4.16 4.96
C 1.23 0.35 -5.57
C 4.55 3.67 -3.85
C -4.55 1.03 -2.37
C -0.03 -0.28 -5.62
C -0.61 4.19 -0.24
C -6.51 2.89 1.91
C 5.40 -0.91 0.89
C 4.30 2.28 -3.67
C 1.03 3.81 -2.01
C 0.18 1.74 4.13
H -6.45 2.01 2.58
H -1.53 3.94 0.22
H 7.32 -1.30 -1.92
H -2.36 3.42 -3.32
H 3.85 4.25 -4.42
H -0.84 -5.74 -0.28
H 0.53 2.63 -8.07
H -1.38 -5.59 2.05
H -2.14 1.47 0.00
H -0.14 -4.30 1.80
H 1.12 -5.90 -3.11
H -1.55 1.43 -7.98
H 1.34 -3.24 -4.55
H -3.38 -3.44 7.10
H -2.54 0.53 6.02
H -4.49 3.29 -4.80
H 2.61 3.11 6.67
H 0.26 -4.51 -5.02
H -2.61 -0.13 0.37
H 6.12 -1.54 2.78
H -0.64 2.56 -1.68
H 3.13 3.38 4.19
H 1.93 6.28 -0.16
H -4.88 -1.99 3.54
H -1.38 -4.98 4.47
H -5.34 4.50 1.03
H -2.29 -1.41 7.55
H 2.49 1.82 -6.51
H -1.56 -3.53 3.40
H 4.40 -0.61 1.31
H -7.31 3.50 2.33
H -3.43 3.70 -1.90
H -3.34 4.86 -3.18
H -2.63 3.57 5.26
H 0.06 1.19 0.99
H -3.34 -0.72 -2.15
H 3.47 1.85 -4.18
H -5.47 3.27 -3.32
H 5.07 -0.39 -1.22
H -3.28 -3.02 -3.46
H -0.20 -0.25 1.75
H 1.39 2.30 2.50
H 0.26 -5.78 2.76
H -4.26 4.08 5.77
H 6.94 1.46 -1.89
H -3.06 5.15 4.86
H 1.27 3.34 -2.96
H -0.65 -3.33 -0.27
H 7.48 3.79 -2.14
H 1.65 -0.18 -2.56
H 1.79 -1.14 4.95
H -4.61 -0.82 -3.51
H -2.39 0.99 1.72
H 4.27 -4.05 0.23
H 2.54 -5.26 -3.89
H -3.42 -5.35 -3.71
H 1.98 -0.06 -4.87
H 2.45 -1.61 -2.01
H -0.05 -3.64 -3.45
H -5.03 -0.85 -1.70
H -6.96 2.56 0.97
H -4.48 2.90 1.43
H -0.62 1.26 3.56
H 0.70 -1.65 -2.32
H 8.67 -2.36 -0.35
H 2.83 -2.24 4.08
H 5.79 5.33 -3.28
H 3.22 -2.71 -0.50
H 2.07 -2.80 5.63
H 2.60 -3.89 0.57
H -3.87 0.14 3.85
H -2.10 -6.83 -2.04
H -0.28 -1.10 -4.94
H -0.09 5.86 0.99
H 0.46 2.35 7.31



[3]
152
Properties=species:S:1:pos:R:3 method="wB97M-V/def2-TZVPD" homo_energy_ev=-13.629 multiplicity=1 fmax_ha_per_bohr=0.01249 charge=+3
Ti -1.54 1.08 1.78
F -1.25 -1.72 -4.53
O -2.77 -0.09 2.67
O -2.26 -0.07 0.08
O -0.07 0.04 1.71
O -2.32 -2.01 3.73
O -1.17 2.56 0.71
N -4.56 1.76 -1.09
N -0.99 -4.47 -4.39
N -3.25 2.62 2.59
N -0.63 1.91 3.54
N 0.11 -5.72 -6.68
N -2.04 -4.17 0.33
N -6.11 2.09 -3.48
C -1.61 -4.32 -2.05
C 2.15 3.28 -0.64
C 2.29 3.15 1.72
C 5.05 -0.48 4.14
C 0.19 0.90 4.28
C 2.94 3.27 0.51
C -5.72 0.95 -1.33
C -1.70 2.35 4.49
C -2.48 -1.38 2.72
C -1.04 4.47 -1.68
C -2.28 -3.42 1.41
C -3.58 3.69 1.63
C -0.83 2.04 -2.29
C 0.81 3.68 -3.12
C 2.05 -1.36 0.16
C -4.57 3.02 -1.80
C -0.56 -6.24 0.29
C 1.37 0.37 3.53
C 2.62 0.30 4.14
C 0.17 2.87 0.60
C -1.51 -2.33 -3.35
C -6.03 0.74 -2.81
C -2.02 -2.16 -1.01
C -2.37 -2.05 1.39
C -1.89 -3.55 -0.91
C -0.06 3.31 -1.92
C -1.91 -5.61 0.47
C 5.19 0.36 5.41
C -2.24 -1.35 0.17
C 2.23 -0.72 1.54
C 4.98 2.06 -0.21
C -0.34 -5.75 -4.24
C -1.82 -1.56 -2.27
C -1.39 -3.73 -3.28
C 4.86 4.56 -0.49
C 5.11 3.56 1.77
C 1.50 -0.35 -0.86
C 1.18 -0.12 2.25
C 3.69 -0.29 3.48
C 0.91 2.97 1.78
C -4.84 2.87 -3.29
C 0.21 3.07 3.12
C -1.64 -4.32 -5.68
C 3.37 -1.89 -0.41
C -2.71 3.24 3.82
C 3.46 -0.79 2.20
C 6.19 -0.09 3.19
C -4.52 1.93 2.92
C 0.73 -5.91 -5.31
C -1.18 -6.16 1.65
C 4.46 3.37 0.40
C 1.09 -2.55 0.30
C 5.19 -1.97 4.51
C -0.62 -4.41 -6.80
C 0.77 3.11 -0.64
H 2.73 0.69 5.14
H -1.05 -6.59 -4.30
H 0.27 -5.56 0.10
H -2.37 -3.93 2.35
H 4.12 -1.09 -0.50
H 0.17 3.84 -3.99
H 1.53 -3.31 0.94
H 4.49 0.05 6.19
H 1.19 -6.90 -5.29
H 0.89 -2.99 -0.68
H -3.62 3.53 -1.67
H 0.84 -5.79 -7.39
H -1.08 -4.38 -7.78
H -4.88 1.39 2.04
H 0.16 -5.81 -3.27
H -6.59 1.41 -0.85
H -1.84 -0.48 -2.35
H -2.16 -3.37 -5.75
H -6.33 1.98 -4.47
H -3.52 3.46 4.53
H -2.27 4.20 3.56
H -2.68 4.23 1.35
H 4.90 2.72 2.44
H -0.49 5.39 -1.47
H 4.77 4.48 2.25
H 6.19 -0.69 2.27
H 4.56 1.90 -1.21
H 3.19 -2.28 -1.41
H 5.04 1.42 5.21
H -4.02 3.23 0.74
H -5.60 -0.03 -0.86
H 3.79 -2.70 0.19
H -6.98 0.23 -2.97
H -0.14 1.24 -2.54
H 6.19 0.24 5.82
H 1.44 -0.83 -1.84
H 0.14 -2.23 0.75
H 6.15 -2.14 5.00
H -5.35 3.67 -1.37
H 4.28 -1.27 1.69
H -2.18 1.44 4.85
H -3.68 1.27 -1.14
H -6.89 2.61 -3.07
H -1.56 -5.40 -1.96
H -1.47 1.71 -1.47
H 0.52 0.03 -0.60
H -1.70 4.26 -0.84
H -4.05 2.31 -3.79
H -1.24 2.85 5.34
H -1.64 4.65 -2.58
H -4.37 1.22 3.72
H 1.50 -5.15 -5.21
H 4.40 -2.27 5.20
H -5.23 0.19 -3.31
H 5.95 4.64 -0.53
H 6.13 0.96 2.90
H 0.12 -3.62 -6.71
H 4.47 5.49 -0.09
H -0.74 -5.46 2.35
H 0.53 1.37 5.21
H 2.18 0.50 -0.94
H 4.50 4.45 -1.51
H 2.83 3.19 2.65
H 4.71 1.21 0.42
H 0.95 3.27 3.90
H -0.50 -7.20 -0.21
H -0.44 3.94 3.07
H -2.78 -6.15 0.11
H -0.49 0.08 4.55
H 7.15 -0.25 3.68
H -0.54 -6.49 -6.86
H -2.40 -5.11 -5.82
H 1.37 4.60 -2.96
H -4.96 3.84 -3.79
H -4.30 4.38 2.07
H 2.65 3.45 -1.59
H 6.07 2.10 -0.31
H 5.14 -2.60 3.63
H -1.45 2.24 -3.18
H -5.27 2.67 3.22
H 6.19 3.62 1.66
H -1.57 -7.06 2.10
H 1.52 2.89 -3.37



Number 1: HOMO-LUMO gap 8.120 eV, LUMO 0.01941 Eh. Number 2: HOMO-LUMO gap 9.751 eV, LUMO 0.01763 Eh. Number 3: HOMO-LUMO gap 6.857 eV, LUMO -0.24886 Eh.